ORCA calculation (ωB97M-V/def2-TZVPD) on C43H41Br3Cl2F3LuN6O4P as an isolated structure at a distorted geometry.

Calculated values
frontier orbital gap = 5.949 eV
E_tot = -348615.284 eV
total charge = +1

Each line ends with the Mulliken charge.
Geometry (Å):
Lu (0.61808, 0.38829, 0.64741)  1.611
Br (-1.98848, 0.93649, 1.26700)  -0.620
C (-3.53134, 2.14029, -1.85830)  -0.796
Br (-2.75441, 3.47498, -2.98970)  -0.183
H (-3.25702, 2.43474, -0.84679)  0.224
H (-4.56769, 2.21528, -2.11549)  0.553
C (-2.23412, -3.26629, -2.91944)  -0.469
C (-2.62105, -2.71279, -1.72685)  -0.950
C (-1.67360, -2.22922, -0.86045)  -0.381
C (-0.35701, -2.37154, -1.19598)  0.000
C (0.04528, -3.11266, -2.32331)  -0.162
C (-0.90455, -3.52791, -3.23845)  -0.794
N (0.68914, -1.85403, -0.36211)  0.884
N (1.71933, -2.51649, -0.24751)  -1.001
C (2.80107, -1.88242, 0.44324)  0.112
C (3.82217, -2.70513, 0.83060)  -0.510
C (4.92258, -2.16347, 1.45740)  -0.496
C (5.02032, -0.78105, 1.49201)  -0.862
C (4.00948, -0.01350, 0.89503)  -0.281
N (2.82955, -0.52981, 0.50472)  0.366
H (-2.96780, -3.52690, -3.63167)  0.537
H (-3.69218, -2.63863, -1.50427)  0.411
H (-1.90286, -1.91568, 0.13317)  0.765
H (1.09786, -3.30426, -2.38449)  0.537
H (-0.69067, -4.04568, -4.10343)  0.620
H (3.72020, -3.78316, 0.70297)  0.494
H (5.65440, -2.79115, 1.92311)  0.484
H (5.86094, -0.30939, 1.97977)  0.464
H (4.01970, 1.10127, 0.92017)  0.352
Br (-2.06235, -6.20269, -5.99303)  -0.060
C (-1.88095, -4.44129, -6.63245)  0.129
C (-0.68003, -3.77585, -6.53918)  -0.735
C (-0.62531, -2.40646, -6.83763)  -0.031
C (-1.75987, -1.71164, -7.25269)  0.059
C (-2.92872, -2.47319, -7.53648)  -0.190
C (-3.00190, -3.80399, -7.16164)  -0.391
N (-1.70779, -0.35010, -7.53320)  -0.466
N (-1.16146, 0.44640, -6.73920)  -0.253
C (-0.65347, 0.13292, -5.45088)  0.496
C (0.77355, 0.31170, -5.18136)  -0.688
C (1.31254, 0.40032, -3.92982)  -1.428
C (0.47948, 0.35359, -2.75627)  -0.244
O (0.95785, 0.40836, -1.64042)  -0.115
C (-0.99148, 0.26592, -3.00187)  0.129
N (-1.65793, 0.62329, -2.00120)  0.742
C (-3.10184, 0.70013, -2.08201)  -0.367
C (-3.74221, 0.11710, -3.32685)  -1.146
C (-2.97260, -0.14574, -4.39206)  -0.974
C (-1.53569, -0.02224, -4.33573)  1.671
H (0.20676, -4.34650, -6.28724)  0.509
H (0.29409, -1.84600, -6.69285)  0.430
H (-3.80011, -1.94548, -7.97675)  0.437
H (-3.94329, -4.31317, -7.22153)  0.449
H (1.43308, 0.24264, -6.01871)  0.531
H (2.34807, 0.51848, -3.70903)  0.654
H (-3.48847, 0.16380, -1.20729)  0.380
H (-4.81671, -0.04902, -3.43786)  0.428
H (-3.44207, -0.41583, -5.35149)  0.321
F (0.13973, -2.11606, 9.73723)  -0.258
C (0.68296, -3.19177, 9.03994)  0.939
F (1.87066, -3.55517, 9.57770)  -0.248
F (-0.22310, -4.21793, 9.04462)  -0.233
C (0.83714, -2.75993, 7.61723)  0.168
C (-0.25966, -2.10515, 7.12665)  -0.539
C (-0.25651, -1.62107, 5.84189)  -0.731
C (0.85900, -1.87030, 4.99638)  0.336
C (1.90225, -2.65393, 5.50446)  -0.472
C (1.88589, -3.16193, 6.79351)  -0.922
C (0.84190, -1.32690, 3.66660)  0.066
C (0.64960, -0.79906, 2.57618)  -0.194
H (-1.16362, -1.92936, 7.74263)  0.332
H (-1.09974, -1.08902, 5.48401)  0.597
H (2.64560, -2.82511, 4.70561)  0.457
H (2.68161, -3.78792, 7.19191)  0.410
C (4.20549, 4.72778, -0.41092)  -0.864
C (4.22996, 4.78388, 1.08991)  -0.422
O (2.90990, 4.40190, 1.61071)  -0.408
P (2.60452, 2.91908, 2.09591)  -0.266
O (1.40103, 2.48062, 0.81478)  0.278
C (0.40058, 3.50871, 0.36791)  -0.342
C (0.48506, 3.63903, -1.14548)  -0.792
O (1.63015, 3.32099, 3.28777)  -0.218
C (0.40655, 2.64469, 3.72320)  0.895
C (-0.16743, 3.28326, 5.00460)  -1.445
H (5.13700, 5.10268, -0.85701)  0.440
H (3.34041, 5.32718, -0.68785)  0.241
H (4.03225, 3.71738, -0.80557)  0.127
H (4.31303, 5.75353, 1.47885)  0.364
H (4.95446, 4.13026, 1.51497)  0.406
H (0.60507, 4.52155, 0.78593)  0.499
H (-0.57504, 3.18710, 0.70538)  0.264
H (1.45851, 3.94937, -1.49412)  0.088
H (-0.24763, 4.35489, -1.51278)  0.488
H (0.27262, 2.66341, -1.65722)  0.013
H (0.66323, 1.59571, 3.90547)  -0.239
H (-0.32726, 2.66665, 2.87796)  -0.083
H (0.63881, 3.42834, 5.72228)  0.368
H (-0.87303, 2.56391, 5.43962)  0.363
H (-0.65174, 4.25719, 4.80724)  0.347
Cl (-5.13927, 3.26685, 6.41263)  -0.143
C (-4.89479, 3.69208, 4.71214)  -0.024
Cl (-4.28674, 5.38370, 4.40339)  -0.163
H (-5.89209, 3.54887, 4.21963)  0.298
H (-4.16577, 3.04435, 4.28245)  0.034

Forces on atoms 1 to 2 (eV/Å):
Lu -1.20 -0.02 -0.51
Br 0.25 -0.06 -0.01